[1]
16
Properties=species:S:1:pos:R:3:forces:R:3 method="wB97M-V/def2-TZVPD" homo_energy_ev=-9.897 e_lumo_ha=0.0276 e_above_lowest_kcal_mol=106.04 gap_ev=10.6477
C 1.748684 -1.045938 -0.044632 2.5 1.0 0.5
C 0.477307 -0.192818 0.027416 -0.9 0.5 -1.4
C -0.227478 0.750749 1.012111 2.9 -1.7 8.0
C -1.198816 0.980726 -0.086196 -5.4 0.6 0.8
C -0.065192 0.950920 -1.039179 1.7 -4.8 -2.2
C -1.786261 -0.487874 -0.004682 2.2 -1.1 -2.6
H 2.774765 -0.360298 -0.355258 -3.0 -2.0 0.9
H 1.462788 -1.764652 -0.897921 1.1 0.8 1.5
H 2.003458 -1.623787 1.013169 -0.8 1.5 -2.9
H -0.531242 -0.143929 1.915550 0.2 3.2 -1.9
H 0.443711 1.604555 1.684883 -2.1 -2.1 -2.6
H -2.228221 1.608516 -0.121608 3.0 -0.6 0.3
H -0.216356 0.291839 -2.016350 0.4 2.5 1.3
H 0.739349 1.664034 -0.894677 -0.5 0.8 -0.9
O -2.857556 -1.015465 -0.072089 1.1 1.1 0.6
O -0.538946 -1.216571 -0.120532 -2.3 0.4 0.7

=====

[2]
52
Properties=species:S:1:pos:R:3:forces:R:3 method="wB97M-V/def2-TZVPD" smiles="COc1cc(SC)ccc1C(=O)N1CCN(Cc2ccc3c(c2)OCO3)CC1" homo_energy_ev=-7.898 e_lumo_ha=0.0250 e_above_lowest_kcal_mol=52.85 gap_ev=8.5774
C -4.291314 -2.846458 -1.356163 -0.2 -0.2 0.0
H -4.968892 -2.454822 -2.120601 0.0 0.0 0.0
H -4.841268 -2.988454 -0.420016 0.0 0.0 0.0
H -3.888986 -3.802591 -1.686693 -0.1 0.0 0.0
O -3.174690 -2.008589 -1.177556 0.2 0.4 0.1
C -3.382831 -0.715860 -0.808822 0.1 0.2 0.1
C -4.622249 -0.170861 -0.518407 0.0 -0.2 0.0
C -4.735765 1.166906 -0.143141 -0.1 0.3 0.1
C -3.610065 1.969517 -0.063417 -0.1 0.0 0.0
C -2.373434 1.424595 -0.366914 0.1 -0.3 0.0
C -2.237539 0.094712 -0.720792 -0.2 0.0 -0.2
C -0.897158 -0.433550 -1.129116 -0.1 -0.1 0.1
O -0.316855 0.013954 -2.103640 0.0 0.2 -0.2
N -0.377233 -1.416809 -0.362272 0.2 -0.1 0.0
C -0.849165 -1.785814 0.947405 0.0 0.1 0.3
H -0.858365 -2.879124 1.008347 -0.1 0.0 0.0
C 0.097021 -1.193003 2.022740 -0.1 -0.2 0.1
N 1.449437 -0.979623 1.533762 0.0 0.1 0.0
C 1.802679 -2.010573 0.578983 0.0 -0.1 0.0
C 0.926505 -1.963481 -0.689080 0.2 0.1 -0.2
H 0.807418 -2.968184 -1.111221 0.1 0.0 0.0
H 1.366574 -1.317619 -1.451552 0.0 -0.1 0.1
H 2.853789 -1.896865 0.310436 0.0 -0.1 0.0
H 1.683250 -2.970357 1.089315 0.1 0.0 0.0
C 1.708185 0.376209 1.055421 0.0 0.0 0.1
C 3.163089 0.548371 0.709401 0.0 0.1 0.1
C 4.129727 0.321340 1.678406 -0.1 0.0 -0.1
C 5.488181 0.459046 1.409675 0.2 0.1 -0.2
C 5.836221 0.837504 0.135705 -0.5 0.1 -0.4
C 4.870700 1.066281 -0.844724 0.4 -0.1 0.5
C 3.529543 0.924626 -0.585274 0.2 0.1 -0.1
H 2.792988 1.098399 -1.352855 -0.2 0.0 -0.1
O 5.487665 1.425557 -2.014565 -0.5 -0.1 0.1
C 6.871155 1.419098 -1.740382 0.9 0.3 -0.8
O 7.083386 1.048766 -0.395293 -0.1 -0.1 0.5
H 7.375674 0.699020 -2.404998 -0.2 0.1 0.2
H 7.286991 2.424685 -1.915939 -0.2 -0.2 0.1
H 6.237447 0.281708 2.162599 0.1 0.0 0.1
H 3.811659 0.019609 2.663700 0.0 -0.1 0.1
H 1.457024 1.053288 1.879209 -0.1 0.0 -0.1
H 1.096833 0.656073 0.186996 0.0 0.1 0.0
H -0.298496 -0.242841 2.385171 0.0 0.0 0.0
H 0.149223 -1.884420 2.872185 -0.2 0.1 0.0
H -1.863776 -1.422919 1.100009 0.1 -0.1 0.0
H -1.491778 2.046786 -0.326656 0.1 0.0 0.0
H -3.674800 3.006312 0.220978 0.0 0.1 0.0
S -6.376020 1.718684 0.209663 -0.1 0.1 0.0
C -6.185991 3.497604 0.512443 0.2 -0.6 -0.1
H -5.582117 3.663314 1.399857 0.0 0.1 0.0
H -7.190793 3.874922 0.675472 0.0 0.0 0.0
H -5.748754 3.974651 -0.359573 0.0 0.1 0.0
H -5.524026 -0.758712 -0.578214 -0.1 -0.2 -0.1

=====

[3]
72
Properties=species:S:1:pos:R:3:forces:R:3 method="wB97M-V/def2-TZVPD" charge=+3 homo_energy_ev="-14.583 / -14.587" multiplicity=3 e_lumo_ha="-0.3500 / -0.3451" e_above_lowest_kcal_mol=13.48 gap_ev="5.0575 / 5.1964"
Pr -1.011192 0.724508 0.188449 -0.5 0.3 -3.4
P 2.287139 -1.343941 1.434723 1.3 -0.2 1.3
P 1.270966 2.459838 -0.069318 0.7 0.9 -0.6
P -1.387786 -2.191498 -0.279661 0.2 -1.3 -0.6
H -0.767497 2.511572 -7.373477 -0.6 0.1 0.2
C -1.726341 2.024836 -7.144237 -0.9 0.4 -0.2
C -2.647807 2.498140 -6.272613 0.4 -0.1 -1.4
H -2.636809 3.523474 -5.861279 0.4 -0.8 0.1
C 3.825200 -2.323763 1.418181 0.0 0.0 -0.2
C 2.619748 0.232129 2.297207 0.0 0.3 0.0
C 1.071697 -2.246337 2.429146 -0.6 -0.1 0.1
C 0.805425 3.461671 -1.525857 -0.2 0.2 -0.3
C 1.832069 3.764532 1.077443 0.0 0.0 0.6
C 2.810882 1.660883 -0.658737 0.1 -0.1 0.0
C -2.480771 -2.323486 -1.745352 -0.4 0.3 -0.5
C -2.135607 -3.465730 0.819374 -0.2 0.2 0.5
C 0.176024 -2.969965 -0.889903 -0.1 0.1 -0.1
H -1.942752 1.158488 -7.815488 0.2 0.5 1.1
H -3.566013 1.914120 -6.090972 0.4 0.5 -0.2
H 4.147860 -2.585470 2.446063 -0.4 0.3 -0.5
H 4.645257 -1.791802 0.916782 -0.3 0.0 0.1
H 3.657836 -3.252058 0.858281 -0.1 0.1 0.1
H 3.254193 0.026284 3.178249 -0.3 -0.1 -0.3
H 1.692852 0.730240 2.630947 0.3 -0.4 -0.1
H 3.152875 0.942274 1.649614 0.0 -0.4 0.4
H 1.615699 -2.910727 3.130750 -0.2 0.4 -0.3
H 0.429985 -2.874342 1.792630 0.3 0.2 0.4
H 0.420628 -1.553893 3.005135 0.5 -0.4 -0.4
H 1.435678 4.367212 -1.577693 -0.2 -0.4 0.0
H -0.247822 3.774841 -1.448048 0.3 0.0 -0.1
H 0.913009 2.887946 -2.457724 -0.1 0.1 0.3
H 2.754692 4.262995 0.724298 -0.5 -0.3 0.1
H 2.014598 3.313661 2.061973 0.1 0.3 -0.1
H 1.049085 4.532356 1.204644 0.3 -0.4 -0.1
H 3.630630 2.376057 -0.533455 0.0 -0.2 -0.3
H 2.676008 1.388734 -1.702224 0.1 0.2 -0.2
H 3.078160 0.740872 -0.138779 0.0 0.3 -0.2
H -2.922161 -3.338198 -1.873207 0.5 0.6 0.3
H -1.945224 -2.051060 -2.671646 -0.1 0.0 0.4
H -3.314610 -1.609162 -1.632264 0.2 -0.3 -0.1
H -2.820947 -4.123741 0.258407 0.4 0.3 0.1
H -2.726662 -2.944951 1.584249 0.1 -0.3 -0.1
H -1.391468 -4.091053 1.332119 -0.2 0.2 -0.2
H -0.059887 -3.919893 -1.378665 0.1 0.1 0.0
H 0.920182 -3.160412 -0.109738 -0.3 -0.2 -0.1
H 0.645205 -2.301637 -1.617492 -0.1 -0.1 -0.2
C -0.674271 0.535463 -3.341735 0.2 -0.7 -1.7
C 0.534880 0.101197 -3.917921 -1.0 -0.2 0.2
C 0.439075 -0.600612 -5.114566 -0.2 -0.2 -0.2
C -0.827790 -0.911975 -5.643713 0.5 0.1 -0.2
C -1.975997 -0.279329 -5.172592 0.2 0.0 -0.4
C -1.877748 0.587144 -4.096179 0.3 -0.2 1.3
O -0.672681 0.733309 -2.029216 -0.7 0.9 4.3
H 1.887645 -1.131271 0.091147 -0.1 0.0 0.5
H 1.453005 0.235085 -3.328584 -0.3 -0.2 -0.5
H 1.344422 -0.919971 -5.616637 -0.1 -0.2 0.0
H -0.935580 -1.580426 -6.499201 0.3 0.3 0.2
H -2.896769 -0.441559 -5.747238 0.3 0.3 0.5
H -2.673526 1.263100 -3.738718 0.2 -0.8 -0.2
N -1.144060 0.873605 2.603783 -0.2 -0.3 2.3
C -1.234029 0.765163 3.772155 0.4 0.3 -2.2
C -1.241626 0.630940 5.158131 -0.5 -0.1 0.9
C -2.468751 0.751452 5.855229 0.2 -0.1 -0.1
C -2.458679 0.589242 7.236168 -0.3 0.1 -0.3
C -1.268988 0.313721 7.913058 0.0 0.0 -0.4
C -0.069785 0.187849 7.214852 0.6 0.0 -0.8
C -0.034690 0.350580 5.830864 -0.3 0.0 0.1
H -3.385656 0.957812 5.288468 0.4 -0.1 0.4
H -3.396899 0.674502 7.781536 0.3 0.0 -0.1
H -1.272917 0.188640 8.986749 0.0 0.0 0.0
H 0.869892 -0.043402 7.710575 -0.3 0.1 0.1
H 0.879325 0.265173 5.232724 -0.2 0.0 0.5

=====

[4]
59
Properties=species:S:1:pos:R:3:forces:R:3 method="wB97M-V/def2-TZVPD" charge=-3 homo_energy_ev=-2.627 e_lumo_ha=0.0861 gap_ev=4.9705
Na -2.351976 -0.259895 3.262589 0.1 0.2 -0.7
Na 0.679767 -1.673235 3.832559 0.7 0.1 -0.4
N -0.372424 -0.448587 2.029650 0.7 4.1 0.6
S 0.203820 1.081325 1.503262 0.7 3.0 1.1
O -0.605269 1.723943 0.515113 0.4 -1.1 0.4
O 1.624907 1.236204 1.493824 -1.2 -0.8 0.2
F -0.255032 1.912572 2.810739 -0.1 -0.8 0.7
S -0.225184 -1.126855 0.626271 -0.6 -7.3 -4.3
O 1.104445 -1.552866 0.285601 -0.9 1.9 0.4
O -1.219710 -0.847087 -0.371833 1.0 1.0 1.0
F -0.807514 -2.530751 1.177167 -0.3 0.0 0.7
N -0.756275 1.538157 -5.219913 3.4 1.4 0.9
S 0.615488 2.503457 -4.875579 -1.9 2.6 -2.5
O 1.876012 2.099871 -5.446625 -0.6 -0.4 1.0
O 0.573155 3.333107 -3.694113 0.2 -1.4 -0.7
F 0.118149 3.554531 -6.007755 0.2 0.3 0.2
S -0.217038 0.216395 -4.571368 -1.3 -3.6 1.3
O 0.277090 0.369708 -3.219914 0.1 0.2 -0.8
O 0.417225 -0.765624 -5.411833 0.0 1.0 0.1
F -1.656850 -0.453470 -4.373199 -0.2 -0.1 0.1
N 0.189848 -3.852735 4.427971 2.5 -0.8 2.4
S 1.375364 -4.530657 5.447547 0.5 2.1 2.1
O 2.619592 -4.925690 4.859522 -1.1 0.3 0.1
O 0.859604 -5.228264 6.574258 -0.2 -0.3 -0.3
F 1.694608 -3.089348 6.136668 0.2 0.3 -0.4
S 0.101250 -5.115117 3.518651 -2.1 -3.8 -5.3
O -0.199424 -6.363398 4.186491 0.2 1.2 0.5
O 1.023546 -5.229474 2.431572 -0.2 0.8 1.0
F -1.263966 -4.725464 2.819954 -0.2 0.2 0.2
N 0.761967 -5.376568 -3.318967 3.4 -2.7 -0.1
S 1.964062 -6.482447 -2.830509 0.4 -1.9 -2.4
O 1.446008 -7.661484 -2.167461 0.4 1.2 -0.1
O 3.284600 -6.021224 -2.476523 -1.3 0.1 -0.1
F 2.208944 -7.058479 -4.316931 -0.1 0.3 -0.1
S 0.511121 -4.808058 -1.917080 -3.4 3.8 3.8
O 1.566045 -4.071018 -1.276847 0.0 -0.9 -0.3
O -0.360483 -5.608979 -1.082883 0.8 0.2 -0.4
F -0.466791 -3.622432 -2.347554 -0.1 -0.1 -0.4
N -2.450061 5.340075 -0.305848 -2.1 3.2 1.3
S -1.039667 5.485509 -0.852999 6.1 -2.8 -2.4
O -0.013194 5.565561 0.181531 -0.7 -0.1 -1.0
O -0.818432 6.325799 -1.989271 -0.5 0.4 0.2
F -0.839836 4.017416 -1.510245 -0.7 1.0 1.1
S -2.617392 6.930504 0.234427 -2.9 -0.7 1.2
O -2.914953 7.937635 -0.738118 0.8 -0.3 0.2
O -1.834470 7.263767 1.407403 -0.5 -0.1 -1.1
F -4.091826 6.687524 0.837669 0.3 -0.2 0.2
O -2.667121 1.645649 -2.369708 -0.2 0.1 0.3
H -1.789191 1.440889 -2.022246 0.1 0.0 -0.1
H -3.122963 0.799711 -2.363286 0.2 -0.1 -0.1
O 1.743226 2.495693 -1.174188 0.7 0.2 -0.6
H 1.579064 2.783799 -2.098156 -0.2 -0.3 0.8
H 0.897947 2.552855 -0.732090 -0.3 0.2 -0.2
O 1.892997 0.525885 4.471110 -0.1 -0.3 0.4
H 1.686099 1.461509 4.581324 -0.1 -0.1 -0.3
H 2.729505 0.401699 4.933701 0.0 0.0 -0.1
O -1.165474 4.571398 2.396164 -0.2 -0.2 0.9
H -1.171325 5.445058 1.979059 0.1 -0.2 0.0
H -0.331612 4.182002 2.121249 -0.1 0.2 -0.3

=====

[5]
19
Properties=species:S:1:pos:R:3:forces:R:3 method="wB97M-V/def2-TZVPD" smiles="[H]/N=C/NC.O.O.O" homo_energy_ev=-9.153 e_lumo_ha=0.0269 e_above_lowest_kcal_mol=23.50 gap_ev=9.8850
C -1.177662 1.152438 1.435744 1.2 -0.4 -0.4
N -0.609940 2.334207 0.762954 -0.7 -1.6 1.0
C 0.344001 2.087124 -0.170846 0.4 1.2 -0.3
N 0.412479 0.979653 -0.781101 -0.1 -1.1 0.1
H -1.572384 1.334764 2.429944 -0.6 0.6 -0.3
H -1.837127 0.624290 0.757540 -0.4 -0.2 0.3
H -0.324999 0.501407 1.654275 -0.2 -0.3 -0.3
H -0.938007 3.184863 1.155654 0.7 0.9 -0.4
H 1.084052 2.869347 -0.368510 -0.4 0.3 0.2
H 1.240507 0.894707 -1.355347 0.1 0.4 0.0
H -2.042895 -2.244026 -0.239591 0.5 -0.3 -0.3
H -0.931824 -3.119945 -0.963229 -0.5 0.6 0.4
O -1.097478 -2.463264 -0.259119 0.0 -0.3 0.0
H 2.050717 -1.511466 1.118026 -0.3 -0.2 0.1
H 1.758467 -1.969459 2.577773 -0.3 -0.3 -0.1
O 2.281528 -1.379503 2.041994 0.5 0.5 -0.1
H -0.093244 -1.020782 -1.927803 -0.4 -0.4 0.4
H 0.228236 -0.604896 -3.271245 -0.2 -0.4 -0.6
O -0.143226 -1.380517 -2.828447 0.5 0.8 0.3